Computed, not measured: a 3-piece molecular cluster, C5H17NO2 overall at a distorted geometry, with ωB97M-V/def2-TZVPD.

CARTESIAN COORDINATES (ANGSTROEM)
C  1.05460  2.34643  0.32086
C  -0.03692  1.55312  1.02136
N  -0.26161  0.29774  0.31632
C  -1.45405  -0.47337  0.74623
C  -2.57102  -0.39240  -0.29831
C  -1.06015  -1.92651  1.02484
H  2.02945  2.18859  0.78763
H  1.06080  2.30331  -0.76144
H  0.93709  3.39420  0.63434
H  -0.97302  2.12216  1.13868
H  0.30892  1.30674  2.01957
H  -0.26023  0.42881  -0.68560
H  -1.74717  -0.00386  1.68107
H  -3.55338  -0.22430  0.14483
H  -2.61060  -1.30812  -0.89484
H  -2.44169  0.42321  -1.01914
H  -1.94202  -2.56497  0.95219
H  -0.63942  -2.02875  2.02813
H  -0.34432  -2.26362  0.27739
O  1.37093  -2.44572  -6.64169
H  1.15181  -1.63379  -7.10752
H  1.50525  -2.22490  -5.71700
O  3.60498  0.75452  3.35480
H  3.59111  0.12658  4.08389
H  3.28066  0.24491  2.59339

Calculated values
LUMO level = 0.027 hartree
highest occupied orbital energy = -8.53 eV
HOMO-LUMO gap = 9.27 eV
E_tot = -405.90399 Ha
SMILES string = CCNC(C)C.O.O